[1]
Below is one molecule with the formula C22H24N4O5S2 at a distorted geometry, with properties calculated with the ωB97M-V functional and the def2-TZVPD basis.

As for the relative energy (zero: lowest compared OMol25 entry of this formula, charge and spin): 17.2 kcal per mole. For the calculated total energy, the calculation gives -2244.3206 Eh. As for the HOMO energy: -9.0 eV. Its net charge is 0. The SMILES is O=C(c1cccs1)N1CCC(c2nc(-c3ccc(S(=O)(=O)N4CCOCC4)cc3)no2)CC1.

```
57
C22H24N4O5S2 | the OMol25 dataset | the ωB97M-V functional and the def2-TZVPD basis
O 1.00 0.76 -4.55
C 1.43 -0.11 -3.80
N 1.52 -1.40 -4.23
C 1.64 -2.59 -3.42
H 2.59 -3.09 -3.65
C 0.46 -3.54 -3.68
H 0.22 -4.07 -2.76
H 0.71 -4.27 -4.45
C -0.75 -2.74 -4.16
C -1.07 -1.68 -3.17
N -0.60 -1.56 -1.96
C -1.17 -0.41 -1.51
N -1.97 0.13 -2.39
O -1.92 -0.69 -3.47
C -0.81 0.17 -0.23
C 0.00 -0.55 0.64
C 0.45 0.04 1.80
C 0.08 1.34 2.09
C -0.75 2.06 1.25
C -1.20 1.48 0.08
H -1.83 2.02 -0.61
H -1.00 3.08 1.51
S 0.69 2.10 3.59
O 0.68 3.52 3.43
O 1.90 1.44 3.98
N -0.45 1.74 4.75
C -0.55 0.35 5.13
H 0.46 -0.03 5.27
C -1.36 0.27 6.43
H -1.54 -0.77 6.71
O -2.63 0.87 6.28
C -2.51 2.22 5.91
H -3.53 2.60 5.81
C -1.74 2.37 4.59
H -1.57 3.42 4.36
H -2.32 1.89 3.78
H -1.98 2.78 6.70
H -0.80 0.78 7.23
H -1.07 -0.24 4.35
H 1.11 -0.48 2.48
H 0.29 -1.56 0.37
H -1.63 -3.39 -4.25
C -0.44 -2.11 -5.53
C 1.04 -1.69 -5.57
H 1.66 -2.49 -5.97
H 1.17 -0.79 -6.17
H -1.08 -1.24 -5.69
H -0.64 -2.83 -6.32
H 1.64 -2.31 -2.36
C 1.90 0.29 -2.46
C 1.58 1.50 -1.92
C 2.19 1.75 -0.68
C 2.98 0.72 -0.28
S 2.99 -0.56 -1.41
H 3.56 0.64 0.62
H 2.04 2.65 -0.10
H 0.92 2.19 -2.42
```



[2]
Below is a 2-piece molecular cluster, C11H15N overall at a distorted geometry, with properties calculated with the ωB97M-V functional and the def2-TZVPD basis.

As for the relative energy (zero: lowest compared OMol25 entry of this formula, charge and spin): 81.7 kcal per mole. The expectation value of S² is 0.767. For the calculated total energy, the calculation gives -482.7399 Eh. Its spin multiplicity is 2. As for the HOMO energy (alpha / beta): 1.0 / -2.8 eV. Its net charge is -1.

```
27
C11H15N | the OMol25 dataset | the ωB97M-V functional and the def2-TZVPD basis
C -2.54 0.16 2.44
C -0.96 2.18 -0.36
C -1.75 1.08 0.16
C -1.89 1.14 1.58
C -1.31 2.38 1.91
C -0.65 1.10 -2.34
C -0.33 2.18 -1.55
C -1.30 0.00 -1.94
C -1.95 0.07 -0.66
N -0.69 2.97 0.80
H -0.21 0.84 -3.41
H 0.18 2.94 -1.90
H -1.33 -1.04 -2.37
H -2.27 -1.00 -0.39
H -0.44 3.88 0.82
H -1.48 2.98 2.78
H -3.17 -0.67 1.85
H -3.13 0.57 3.11
H -1.90 -0.35 3.04
C 3.46 -2.64 -1.20
C 3.20 -2.78 0.34
H 4.05 -3.56 -1.58
H 2.65 -2.45 -2.02
H 4.25 -1.83 -1.39
H 2.82 -1.76 0.57
H 4.03 -2.74 1.13
H 2.65 -3.66 0.56
```



- What is the relative energy (zero: lowest compared OMol25 entry of this formula, charge and spin) in the first record?
  17.2 kcal per mole



- What is the calculated total energy in the second record?
  -482.7399 Eh



Please write out number 2 again, unchanged.
Below is a 2-piece molecular cluster, C11H15N overall at a distorted geometry, with properties calculated with the ωB97M-V functional and the def2-TZVPD basis.

As for the relative energy (zero: lowest compared OMol25 entry of this formula, charge and spin): 81.7 kcal per mole. The expectation value of S² is 0.767. For the calculated total energy, the calculation gives -482.7399 Eh. Its spin multiplicity is 2. As for the HOMO energy (alpha / beta): 1.0 / -2.8 eV. Its net charge is -1.

```
27
C11H15N | the OMol25 dataset | the ωB97M-V functional and the def2-TZVPD basis
C -2.54 0.16 2.44
C -0.96 2.18 -0.36
C -1.75 1.08 0.16
C -1.89 1.14 1.58
C -1.31 2.38 1.91
C -0.65 1.10 -2.34
C -0.33 2.18 -1.55
C -1.30 0.00 -1.94
C -1.95 0.07 -0.66
N -0.69 2.97 0.80
H -0.21 0.84 -3.41
H 0.18 2.94 -1.90
H -1.33 -1.04 -2.37
H -2.27 -1.00 -0.39
H -0.44 3.88 0.82
H -1.48 2.98 2.78
H -3.17 -0.67 1.85
H -3.13 0.57 3.11
H -1.90 -0.35 3.04
C 3.46 -2.64 -1.20
C 3.20 -2.78 0.34
H 4.05 -3.56 -1.58
H 2.65 -2.45 -2.02
H 4.25 -1.83 -1.39
H 2.82 -1.76 0.57
H 4.03 -2.74 1.13
H 2.65 -3.66 0.56
```



- What is the relative energy (zero: lowest compared OMol25 entry of this formula, charge and spin) in the second record?
  81.7 kcal per mole